[1]
{"formula": "C23H48I2N3O10S3", "method": "wB97M-V/def2-TZVPD", "elements": ["C", "C", "C", "I", "N", "N", "C", "C", "N", "C", "C", "C", "C", "O", "C", "C", "C", "C", "C", "I", "H", "H", "H", "H", "H", "H", "H", "H", "H", "H", "H", "H", "H", "H", "H", "H", "H", "H", "H", "H", "H", "H", "H", "H", "O", "S", "O", "O", "C", "C", "C", "H", "H", "H", "H", "H", "H", "H", "H", "O", "S", "O", "O", "C", "C", "C", "H", "H", "H", "H", "H", "H", "H", "H", "O", "S", "O", "O", "C", "C", "C", "H", "H", "H", "H", "H", "H", "H", "H"], "xyz": [[3.290594, 2.491967, 0.656143], [2.751945, 3.457772, 1.718756], [1.221143, 3.331740, 1.990472], [1.012267, 2.524199, 3.998248], [0.562338, 2.368854, 1.055180], [0.299003, 1.162626, 1.510756], [-0.296280, 0.349007, 0.689201], [-0.635337, -1.020688, 1.293147], [-0.871925, -2.025098, 0.253374], [-2.127453, -2.786866, 0.439459], [-0.657066, 0.565406, -0.648730], [-0.381276, 1.847292, -1.122934], [-0.721109, 2.256360, -2.532795], [-1.821294, 3.128501, -2.557420], [-2.763228, 2.801531, -3.574164], [0.218426, 2.706832, -0.178522], [0.484409, 4.133100, -0.611382], [-0.579174, 5.156764, -0.092411], [-1.934933, 4.544278, 0.246757], [-3.506692, 5.992960, 0.059226], [4.361761, 2.656117, 0.573844], [2.867537, 2.716022, -0.319490], [3.088195, 1.456316, 0.925026], [3.299303, 3.287167, 2.637414], [2.927120, 4.489524, 1.414283], [0.696900, 4.272802, 2.025990], [0.248703, -1.307602, 1.867683], [-1.455551, -0.920537, 2.003243], [-0.088248, -2.657972, 0.322123], [-1.966046, -3.822499, 0.153683], [-2.469078, -2.778233, 1.474943], [-2.883400, -2.358919, -0.212808], [-1.131417, -0.187808, -1.254357], [0.164922, 2.676885, -3.015821], [-0.980222, 1.337459, -3.064333], [-3.232484, 1.841888, -3.337559], [-2.302609, 2.720804, -4.560221], [-3.519093, 3.578081, -3.579037], [1.462357, 4.480247, -0.289561], [0.481939, 4.204317, -1.691110], [-0.716955, 5.913663, -0.859099], [-0.202581, 5.698764, 0.774417], [-2.217852, 3.738387, -0.418809], [-1.939934, 4.132895, 1.255511], [3.139782, -2.543147, 5.768722], [3.176439, -2.006830, 4.447194], [2.014774, -2.048979, 3.605399], [4.402076, -2.644693, 3.664601], [4.516253, -4.085052, 3.642721], [3.568502, -4.720665, 2.645513], [3.778369, -0.354434, 4.492048], [4.366671, -4.486829, 4.645409], [5.545823, -4.294357, 3.360464], [2.530903, -4.603482, 2.957553], [3.777846, -5.786074, 2.554242], [3.671273, -4.252615, 1.665770], [4.692258, -0.320369, 5.078770], [3.009508, 0.259861, 4.954939], [3.959510, -0.024385, 3.471991], [-7.293195, -1.318452, -0.045535], [-6.618849, -2.516625, 0.346121], [-5.383714, -2.891234, -0.275825], [-7.631807, -3.733265, 0.264434], [-8.355626, -3.934869, -0.969700], [-7.502443, -4.596243, -2.033203], [-6.408664, -2.528482, 2.093989], [-8.766646, -2.987453, -1.320578], [-9.195679, -4.577888, -0.716122], [-6.706625, -3.932621, -2.370275], [-8.114559, -4.859103, -2.895698], [-7.031869, -5.498341, -1.642508], [-7.360599, -2.295137, 2.562276], [-5.669672, -1.768635, 2.338647], [-6.054513, -3.510166, 2.397731], [2.420751, -0.148750, -4.167920], [3.153055, 0.290802, -3.022141], [3.172693, 1.674247, -2.638053], [4.640698, -0.231100, -3.122151], [5.384921, 0.053458, -4.331995], [5.900526, 1.477503, -4.365689], [2.626644, -0.646481, -1.647808], [4.773985, -0.170668, -5.206968], [6.219759, -0.643611, -4.333294], [5.083111, 2.192189, -4.457733], [6.568614, 1.614139, -5.215324], [6.439218, 1.713510, -3.447939], [2.639077, -1.697398, -1.924510], [1.615879, -0.302543, -1.438599], [3.267875, -0.469004, -0.787324]], "forces_ev_per_a": [[-0.2, 0.6, 0.2], [-0.4, 0.0, -0.6], [0.9, -1.4, 1.1], [-0.2, 0.5, -0.1], [-0.8, 0.0, -0.5], [0.1, 0.1, -0.2], [-1.0, -2.6, 0.4], [1.0, 0.1, -0.4], [0.0, -0.1, 0.8], [0.3, 0.3, -0.4], [0.5, 2.5, -0.2], [-0.3, -1.5, 1.1], [0.0, -0.5, -0.1], [0.2, 0.3, 0.1], [-0.1, -0.3, 0.1], [0.7, 2.4, -1.3], [-0.4, 0.5, 0.4], [-0.1, -0.1, -0.1], [0.0, -0.1, 0.1], [0.2, -0.3, 0.2], [0.1, -0.2, 0.0], [0.0, -0.2, -0.2], [0.1, -0.1, 0.0], [-0.1, 0.2, 0.1], [0.2, 0.0, 0.0], [-0.2, 0.0, -0.3], [-0.1, 0.1, 0.3], [-0.2, 0.1, -0.1], [-0.1, -0.2, -0.2], [-0.1, 0.0, -0.1], [-0.1, 0.0, 0.1], [-0.3, -0.1, 0.2], [0.0, -0.3, 0.1], [0.0, 0.1, -0.1], [0.2, -0.1, -0.1], [-0.1, 0.0, 0.0], [0.1, 0.2, 0.0], [0.0, 0.1, 0.0], [0.1, -0.2, 0.0], [0.0, -0.3, -0.1], [0.1, 0.0, -0.2], [0.0, 0.0, 0.1], [0.0, 0.1, -0.2], [-0.2, 0.2, 0.1], [-0.3, -0.1, 0.0], [0.5, 0.2, -0.2], [-0.2, 0.0, 0.1], [0.0, 0.2, 0.0], [0.0, -0.7, -0.1], [-0.2, 0.2, 0.0], [0.1, 0.1, 0.0], [-0.1, 0.2, 0.1], [0.1, 0.3, 0.0], [0.0, 0.0, 0.0], [0.1, 0.0, 0.0], [0.1, -0.1, 0.0], [0.0, -0.1, 0.0], [0.0, -0.1, 0.0], [0.0, 0.0, 0.0], [0.2, 0.1, -0.2], [-0.3, -0.4, 0.4], [0.1, 0.2, -0.1], [0.1, 0.1, 0.1], [-0.3, -0.2, -0.6], [0.3, 0.1, 0.1], [0.0, 0.0, 0.1], [0.1, 0.1, 0.1], [0.1, 0.0, 0.3], [0.0, 0.0, 0.0], [-0.1, 0.0, 0.0], [-0.1, 0.0, 0.0], [0.0, 0.0, 0.0], [0.0, 0.0, -0.1], [0.0, 0.0, 0.0], [-0.1, 0.4, -0.2], [0.6, -0.2, 0.1], [-0.4, 0.1, -0.2], [-0.2, -0.1, 0.2], [0.4, 0.2, -0.6], [-0.2, 0.1, 0.2], [0.1, -0.3, 0.3], [-0.2, 0.0, 0.1], [-0.1, -0.1, 0.2], [0.0, 0.0, 0.0], [0.0, -0.1, 0.0], [0.1, -0.1, 0.0], [-0.1, 0.0, 0.0], [0.0, -0.1, 0.0], [0.1, 0.1, -0.1]], "e_above_lowest_kcal_mol": 0.0, "gap_ev": 7.56, "homo_energy_ev": -11.6, "charge": 1, "lumo_energy_ev": -4.08}



[2]
{"formula": "C23H48MoNOP3S", "method": "wB97M-V/def2-TZVPD", "elements": ["Mo", "P", "P", "P", "H", "C", "C", "H", "C", "C", "C", "C", "C", "C", "C", "C", "C", "H", "H", "H", "H", "H", "H", "H", "H", "H", "H", "H", "H", "H", "H", "H", "H", "H", "H", "H", "H", "H", "H", "H", "H", "H", "H", "H", "H", "H", "C", "C", "C", "C", "C", "C", "S", "H", "H", "H", "H", "H", "H", "O", "C", "C", "C", "C", "C", "C", "N", "H", "H", "H", "H", "H", "H", "H", "H", "H", "H", "H"], "xyz": [[0.169068, 0.377359, -0.411390], [2.057356, 1.242766, 0.635848], [-1.761373, 1.658765, 0.108375], [0.583546, 0.889879, -2.563292], [-1.227808, -1.987191, -0.232612], [-0.394897, -1.681086, -0.887948], [0.979786, -1.657669, -0.332857], [1.139973, -1.993326, 0.701437], [2.493808, 0.781208, 2.346803], [1.923670, 3.050797, 0.832781], [3.637480, 0.878287, -0.213083], [-3.307102, 0.968708, -0.570958], [-2.209128, 1.941947, 1.844641], [-1.676231, 3.350880, -0.576924], [1.752809, -0.165514, -3.480048], [1.296758, 2.559590, -2.801411], [-0.916646, 0.937984, -3.602404], [-0.529898, -1.950826, -1.944394], [1.815175, -1.880915, -1.008958], [2.603372, -0.305821, 2.416478], [1.706531, 1.116330, 3.032744], [3.438993, 1.286139, 2.606852], [1.065726, 3.293392, 1.473274], [1.799289, 3.548994, -0.132821], [2.831339, 3.426939, 1.321183], [3.819300, -0.204451, -0.225312], [4.467011, 1.353331, 0.326753], [3.626508, 1.244851, -1.244578], [-4.107938, 1.706556, -0.420834], [-3.559697, 0.045331, -0.033689], [-3.205750, 0.747785, -1.640703], [-3.082441, 2.611473, 1.864902], [-1.378423, 2.410020, 2.388392], [-2.466175, 0.988451, 2.328104], [-2.599680, 3.867395, -0.289217], [-1.598271, 3.341853, -1.669315], [-0.820163, 3.893126, -0.159160], [1.892876, 0.258578, -4.481995], [1.357046, -1.184136, -3.573314], [2.718122, -0.213816, -2.961069], [1.348331, 2.751885, -3.879576], [2.305507, 2.611928, -2.374694], [0.671450, 3.321959, -2.322529], [-0.632887, 1.195945, -4.630288], [-1.628507, 1.679122, -3.217435], [-1.400720, -0.047040, -3.596546], [-0.582796, -2.735203, -6.992732], [-1.754940, -2.954696, -7.734079], [-2.020365, -4.213558, -8.272460], [-1.109296, -5.267851, -8.082175], [0.070436, -5.041867, -7.364939], [0.338836, -3.786977, -6.827473], [-0.227479, -1.192399, -6.283578], [-1.431482, -0.592769, -6.481054], [-2.448753, -2.127273, -7.876605], [-2.935061, -4.386646, -8.843808], [-1.323680, -6.257268, -8.496426], [0.789481, -5.853463, -7.223443], [1.252228, -3.594590, -6.273867], [-0.303357, -1.517586, 2.668579], [-0.395802, -1.197113, 3.857832], [0.755848, -1.268307, 4.850207], [1.062777, 0.012827, 5.636363], [0.237626, 0.209559, 6.898035], [-1.214865, 0.528153, 6.570898], [-1.915922, -0.601764, 5.802717], [-1.563360, -0.742711, 4.388114], [0.531883, -2.106399, 5.527377], [1.639001, -1.560343, 4.270061], [2.127885, -0.042532, 5.898820], [0.947776, 0.903475, 5.006633], [0.294376, -0.688323, 7.513168], [0.683132, 1.033066, 7.477536], [-1.764185, 0.597236, 7.516441], [-1.296049, 1.492895, 6.047074], [-1.738238, -1.527465, 6.378916], [-3.006131, -0.425900, 5.818028], [-2.332023, -0.769968, 3.724125]], "forces_ev_per_a": [[-1.2, -0.6, 0.3], [3.2, 0.3, 2.1], [-2.6, 1.2, 1.7], [0.9, 1.5, -3.9], [0.4, 0.4, 0.0], [2.9, -1.0, 0.9], [-2.8, -2.1, 0.4], [-0.2, 0.3, -0.2], [-0.6, -0.3, 0.0], [-0.6, 0.2, -0.6], [-0.2, -0.1, -0.6], [0.3, -0.6, -0.4], [0.2, -0.1, 0.2], [0.7, -0.1, -0.3], [0.1, -0.5, 0.4], [0.0, 0.0, 0.4], [-0.4, -0.3, 0.4], [0.1, 0.5, 0.3], [-0.1, 0.8, 0.0], [0.0, 0.2, 0.1], [0.2, -0.2, -0.1], [-0.3, -0.2, -0.2], [0.2, -0.1, -0.1], [0.1, 0.1, 0.2], [-0.1, -0.2, -0.1], [-0.1, 0.2, 0.1], [-0.3, 0.0, 0.0], [0.2, 0.0, 0.2], [0.3, -0.1, 0.0], [0.0, 0.2, -0.1], [-0.2, 0.0, 0.2], [0.2, -0.2, 0.0], [-0.2, -0.1, 0.0], [0.1, 0.3, -0.1], [0.1, -0.2, 0.0], [-0.1, 0.1, 0.2], [-0.2, 0.0, -0.1], [0.0, 0.0, 0.2], [0.1, 0.2, 0.0], [-0.2, 0.1, -0.2], [0.0, 0.0, 0.2], [-0.2, 0.0, -0.2], [0.1, -0.1, -0.2], [0.0, 0.1, 0.3], [0.2, -0.1, -0.2], [0.0, 0.2, -0.1], [0.0, 0.7, 0.2], [-1.3, -0.9, -0.9], [-0.4, 1.3, 0.2], [-0.3, -0.2, -0.2], [1.2, 0.7, 0.9], [0.6, -1.3, -0.2], [-0.4, -0.7, -0.4], [0.3, -0.3, -0.2], [0.0, -0.3, -0.1], [0.3, 0.1, 0.2], [0.1, 0.3, 0.1], [-0.3, 0.3, -0.1], [0.0, -0.2, -0.1], [0.2, 0.6, -1.1], [-0.5, 0.5, 1.7], [0.1, -0.4, -0.8], [0.5, -0.2, 0.2], [0.1, 0.5, -0.2], [-0.2, -0.3, 0.2], [-0.4, 0.3, 0.7], [0.3, -0.3, -1.0], [0.1, 0.2, 0.0], [-0.2, -0.1, 0.1], [-0.2, 0.1, 0.0], [0.0, 0.0, -0.1], [0.0, 0.0, 0.1], [-0.2, -0.3, -0.1], [0.0, 0.3, -0.2], [-0.1, -0.2, 0.1], [-0.1, 0.1, -0.5], [0.5, -0.1, 0.0], [0.1, -0.2, 0.4]], "spin_multiplicity": 3, "e_above_lowest_kcal_mol": 0.0, "gap_ev": [3.84, 4.28], "homo_energy_ev": [-18.2, -18.2], "charge": 4, "lumo_energy_ev": [-14.33, -13.89], "s_squared": 2.1910}



[3]
{"formula": "C23H49B2N2O7Pt2S3", "method": "wB97M-V/def2-TZVPD", "elements": ["Pt", "Pt", "B", "H", "H", "H", "H", "B", "H", "H", "H", "H", "C", "C", "C", "O", "H", "H", "H", "H", "H", "H", "H", "C", "C", "C", "S", "O", "O", "C", "H", "H", "H", "H", "H", "H", "H", "H", "C", "C", "C", "S", "O", "O", "C", "H", "H", "H", "H", "H", "H", "H", "H", "C", "C", "C", "S", "O", "O", "C", "H", "H", "H", "H", "H", "H", "H", "H", "N", "C", "C", "C", "C", "H", "H", "H", "H", "H", "N", "C", "C", "C", "C", "H", "H", "H", "H", "H"], "xyz": [[15.300750, -7.177370, -5.234390], [13.104760, -4.603790, -6.079670], [13.514410, -8.489920, -4.571660], [13.741310, -7.526660, -4.141670], [14.429090, -8.943520, -4.920720], [13.178190, -9.201240, -3.833270], [12.800360, -8.242310, -5.341770], [11.228930, -5.297650, -5.368760], [10.283420, -5.561460, -4.920800], [11.448570, -5.631990, -6.370870], [11.323250, -4.229760, -5.490990], [11.973870, -5.691400, -4.694770], [13.060400, -7.860890, -8.445390], [14.128440, -6.776130, -8.480260], [13.862520, -5.903440, -9.722670], [14.252320, -6.134800, -7.250150], [13.209740, -8.479810, -9.330120], [12.008060, -7.589100, -8.527840], [13.285870, -8.449910, -7.556390], [15.015870, -7.340250, -8.767200], [12.946830, -5.344890, -9.916690], [13.987240, -6.411780, -10.678770], [14.663900, -5.165870, -9.766110], [16.623310, -2.496370, -9.337600], [17.576490, -1.997290, -8.221990], [16.939810, -1.978910, -6.824050], [15.088830, -1.990480, -7.132870], [14.399340, -0.752490, -6.856530], [14.605890, -3.243220, -6.640550], [15.128340, -2.038650, -8.988810], [16.486430, -3.576950, -9.378850], [16.841620, -2.152030, -10.348480], [17.909880, -0.967040, -8.346620], [18.482270, -2.583470, -8.377090], [17.205880, -1.094710, -6.244830], [17.015350, -2.941830, -6.318910], [14.920760, -1.002860, -9.257410], [14.288210, -2.611630, -9.381210], [16.306750, -12.251310, -7.904220], [16.605790, -11.491090, -9.197960], [16.251570, -9.919410, -9.072050], [16.972800, -9.640670, -7.340820], [16.144360, -8.676630, -6.625450], [18.413820, -9.556940, -7.252540], [16.623960, -11.391960, -6.742590], [16.671710, -13.278390, -7.899340], [15.218880, -12.296700, -7.853410], [16.026320, -11.982540, -9.979490], [17.660450, -11.549310, -9.467050], [15.175780, -9.759720, -8.999480], [16.705600, -9.222960, -9.776970], [15.833410, -11.299660, -5.997870], [17.566780, -11.791580, -6.369100], [8.611390, -4.502340, -9.079190], [8.381580, -3.312270, -8.244720], [9.552530, -2.551790, -7.704930], [11.038650, -3.092040, -8.706190], [12.059770, -3.682800, -7.794480], [11.471440, -1.984820, -9.552480], [10.041270, -4.446860, -9.608430], [7.910160, -4.549640, -9.912340], [8.368670, -5.275420, -8.350120], [7.647010, -3.553350, -7.476350], [7.757500, -2.586880, -8.766660], [9.986550, -2.849660, -6.750460], [9.547860, -1.462440, -7.742210], [10.524630, -5.395610, -9.375320], [9.875720, -4.116350, -10.633830], [9.693790, -8.474070, -11.490740], [8.794760, -7.833300, -12.321980], [8.712990, -8.593030, -13.518530], [9.648310, -9.608310, -13.419970], [10.154170, -9.533810, -12.148220], [9.955030, -8.222530, -10.548090], [8.331590, -6.953200, -11.900900], [8.010880, -8.405060, -14.317350], [9.993890, -10.327440, -14.147860], [10.885760, -10.213950, -11.737640], [12.029380, -3.439000, -12.449960], [12.193350, -4.764070, -12.893520], [11.048200, -5.087120, -13.534450], [10.046580, -4.077210, -13.325910], [10.789060, -2.966730, -12.795640], [12.749120, -2.801610, -12.140440], [13.149300, -5.265890, -12.920790], [10.772900, -6.091930, -13.818990], [8.997060, -4.056210, -13.579790], [10.521370, -1.937140, -12.609400]], "forces_ev_per_a": [[-2.2, -1.1, -1.3], [-1.0, -1.1, -0.8], [-1.7, 0.2, -0.9], [1.0, 5.2, 2.8], [4.5, -2.1, -1.9], [-0.7, -2.3, 2.8], [-2.4, 0.5, -2.8], [-0.7, -0.7, 1.1], [-3.2, -0.9, 1.0], [0.3, -2.1, -4.3], [0.0, 5.3, 0.3], [3.2, -1.6, 3.2], [0.4, -0.7, -0.1], [-2.0, -0.8, -1.3], [1.1, 1.4, -0.3], [1.6, 0.3, 1.4], [0.1, -0.3, -0.1], [0.1, 0.5, 0.6], [-0.6, -0.2, 0.0], [0.7, 0.3, 0.5], [-0.4, -0.2, 1.0], [0.1, -0.8, 0.3], [0.1, 0.4, 0.0], [-2.9, 0.4, 0.5], [0.1, 0.4, -0.7], [-1.3, -1.1, -0.7], [0.7, 3.0, -3.3], [0.4, -0.7, 1.0], [0.4, -1.3, 1.2], [1.5, 0.3, 0.7], [0.8, -0.2, 0.2], [0.4, 0.1, 0.2], [-0.2, 0.0, -0.7], [0.1, -0.2, 0.9], [-0.1, -0.3, 0.1], [0.4, 0.3, 0.4], [0.2, 0.1, 0.1], [0.3, -0.4, 0.2], [-2.3, 0.9, -1.0], [0.2, 1.2, -0.8], [0.9, -1.8, 1.5], [0.3, -2.8, -0.4], [0.4, 0.4, -0.4], [-0.7, 0.8, -0.7], [1.1, 1.0, 0.8], [0.3, 0.3, 0.1], [-0.2, -0.6, -0.4], [0.1, 0.4, -0.3], [0.0, -0.1, 0.0], [0.1, 0.1, 0.2], [0.2, -0.3, 0.0], [0.2, -0.2, 0.1], [0.0, 0.9, 0.8], [0.6, -0.7, 0.7], [-2.8, 3.1, 0.9], [2.6, -0.6, 0.1], [-1.6, 0.3, 0.2], [-1.1, 0.9, -2.2], [0.0, -1.3, 0.3], [0.1, 0.0, 0.5], [0.1, -0.1, 0.1], [0.7, -0.9, -0.7], [0.5, -0.1, 0.6], [0.3, 0.3, -0.5], [-0.8, -0.1, 0.5], [-0.3, -0.2, -0.2], [0.5, 0.2, -0.8], [1.3, -0.3, -0.3], [-0.8, 0.8, -0.3], [-0.1, -0.7, -0.3], [-0.8, 2.4, 1.2], [0.5, -0.8, 0.6], [2.0, -1.9, -0.5], [-0.2, 0.0, -0.3], [-0.4, -0.1, -0.6], [0.2, 0.2, 0.0], [-0.4, 0.0, 0.0], [0.0, 0.2, 0.2], [0.2, -0.1, -0.7], [0.5, 1.9, -0.2], [-2.3, -1.3, 1.1], [2.4, 2.3, 0.2], [-1.2, -2.3, -0.1], [0.0, -0.4, 0.0], [-0.1, 0.1, 0.3], [0.3, 0.0, -0.4], [0.2, -0.1, -0.3], [-0.1, -0.2, 0.2]], "spin_multiplicity": 5, "gap_ev": [5.72, 4.38], "homo_energy_ev": [-9.8, -9.8], "charge": 1, "lumo_energy_ev": [-4.12, -5.47], "s_squared": 6.0151}